Entry 1:
Below is one molecule with the formula C4H6O2 in a non-equilibrium geometry, with properties calculated with the ωB97M-V functional and the def2-TZVPD basis.

The geometry in XYZ format:
```
12
Properties=species:S:1:pos:R:3:forces:R:3
O -0.1002 -1.6276 -1.9631 0.8868 0.3393 0.7558
C 0.0787 -0.7177 -1.1975 0.7707 -0.2942 0.4551
C -0.7874 0.4606 -1.0993 0.4313 -0.0730 1.7672
C -0.4882 0.2968 0.9813 -0.8632 0.7028 -1.6648
C 0.9849 -0.0139 0.9765 -0.6577 -0.1611 -0.5271
O 1.1797 -0.6589 -0.3027 0.2251 -1.1940 -0.3701
H -0.2400 1.3084 -1.5527 -0.2830 -0.0479 0.8813
H -1.6782 0.2469 -1.7641 0.3663 0.4440 1.7534
H -0.6687 1.1167 1.6853 -0.6238 0.1641 -0.7393
H -1.0738 -0.5897 1.2742 0.0706 0.4666 -0.5014
H 1.1299 -0.7008 1.8828 0.3964 0.5454 -1.5241
H 1.6632 0.8792 1.0794 -0.7195 -0.8919 -0.2860
```
Positions in Å, forces in eV/Å.

Output
frontier orbital gap	10.45	eV
largest force on an atom	0.0389	Eh/bohr
electronic energy	-306.39814	Ha
ΔE to the lowest compared entry with this formula, charge and spin	2.9430	eV

=====

Entry 2:
Below is C30H38As2N3O2SSn as an isolated structure, with properties calculated with the ωB97M-V functional and the def2-TZVPD basis.

The geometry in XYZ format:
```
77
Properties=species:S:1:pos:R:3:forces:R:3
Sn 0.6128 -1.3978 0.1244 -0.0031 -0.0801 0.0659
C -1.7225 -3.5000 3.9211 -0.0946 0.0446 0.0854
As -1.4080 -2.0628 2.6421 0.1743 -0.0975 -0.0976
C -3.2129 -1.7511 1.9958 -0.0469 -0.0301 0.0397
C -1.2037 -0.5456 3.8516 -0.0302 -0.0222 -0.0275
C -2.2164 -0.1619 4.7217 -0.0202 0.0195 0.0196
C -2.0737 0.9627 5.5238 -0.0379 -0.0178 -0.0009
C -0.9110 1.7132 5.4607 0.0423 0.0020 -0.0135
C 0.1147 1.3325 4.6045 -0.0525 0.0252 0.0499
C -0.0293 0.2069 3.8020 0.1424 0.0442 -0.0007
As 1.4133 -0.3773 2.6429 -0.2352 -0.1098 -0.1685
C 2.7593 1.0050 2.8380 0.0440 0.0446 0.0805
C 2.1847 -1.8018 3.7123 -0.0010 0.0736 0.0260
H -2.5153 -3.2266 4.6174 0.0161 -0.0348 0.0066
H -0.8070 -3.6976 4.4761 -0.0101 -0.0111 0.0032
H -2.0113 -4.4002 3.3805 0.0068 0.0033 -0.0004
H -3.9273 -1.7544 2.8185 -0.0123 0.0276 -0.0384
H -3.4751 -2.5402 1.2919 -0.0063 0.0135 0.0103
H -3.2270 -0.7909 1.4843 -0.0177 0.0021 -0.0066
H -3.1355 -0.7339 4.7760 0.0126 -0.0079 -0.0083
H -2.8719 1.2521 6.1945 -0.0043 0.0007 0.0064
H -0.7961 2.5921 6.0806 0.0034 0.0122 0.0076
H 1.0181 1.9280 4.5761 0.0042 -0.0145 -0.0178
H 2.3812 1.9718 2.5087 -0.0057 -0.0239 -0.0037
H 3.6269 0.7286 2.2390 -0.0115 -0.0074 0.0047
H 3.0622 1.0677 3.8832 0.0297 0.0386 -0.0386
H 2.1709 -1.4857 4.7549 0.0588 -0.0594 -0.0036
H 3.1986 -1.9968 3.3713 0.0106 -0.0079 0.0262
H 1.5978 -2.7097 3.5844 -0.0080 0.0174 -0.0009
S 2.8830 -2.4933 0.3803 -0.0764 0.0538 0.0800
C 2.5607 -3.8728 -0.6922 0.0124 0.0426 -0.0916
C 1.5194 -4.7569 -0.4241 -0.0422 -0.0023 0.0524
C 1.2723 -5.8279 -1.2706 -0.0014 0.0056 -0.0047
C 2.0702 -6.0344 -2.3855 -0.0352 -0.0371 -0.0005
C 3.1157 -5.1619 -2.6509 0.0237 0.0411 0.0061
C 3.3581 -4.0832 -1.8145 0.0040 0.0035 -0.0116
H 0.9128 -4.6148 0.4638 0.0091 -0.0113 -0.0046
H 0.4592 -6.5057 -1.0478 -0.0088 -0.0254 -0.0106
H 1.8821 -6.8741 -3.0403 -0.0002 -0.0138 -0.0100
H 3.7493 -5.3173 -3.5138 0.0025 -0.0194 -0.0202
H 4.1724 -3.4019 -2.0235 0.0100 0.0066 0.0007
N 1.5401 1.7816 -0.6127 0.1295 0.0473 0.0013
N 1.9773 0.4373 -0.8016 0.0598 -0.0343 -0.0442
H 2.3291 2.4176 -0.5831 -0.0315 0.0099 0.0316
H 1.0265 1.8266 0.2601 -0.0182 -0.0018 -0.0068
H 2.8851 0.2216 -0.3906 -0.0070 0.0819 -0.0340
H 2.0517 0.2698 -1.8022 0.0257 -0.0432 0.0374
C -0.3162 4.5467 -6.1623 -0.0112 -0.0267 0.0563
O -0.5294 3.7180 -5.0231 0.0052 -0.0428 0.0025
C -0.1718 2.4094 -5.1202 0.0187 -0.0031 0.0089
C 0.4434 1.8252 -6.2161 -0.0288 -0.0225 0.0773
C 0.7600 0.4714 -6.1844 0.0106 0.0419 -0.0554
C 0.4546 -0.3001 -5.0787 -0.0285 -0.0343 0.0783
C -0.1704 0.2788 -3.9802 -0.0020 0.0205 -0.0860
C -0.4674 1.6303 -3.9938 -0.0101 0.0741 0.0090
N -1.0760 2.3057 -2.9082 0.0017 -0.0668 0.0336
C -1.1742 1.8312 -1.6846 -0.0850 0.1815 -0.0407
C -1.7119 2.4653 -0.5705 0.0202 -0.0591 0.0264
C -2.3337 3.7489 -0.6099 0.0197 -0.0642 -0.0087
C -2.8329 4.3117 0.5159 0.0022 -0.0674 0.1185
C -2.7305 3.5981 1.7471 -0.0691 0.1815 -0.0118
C -2.1429 2.3784 1.8400 0.1207 -0.1872 -0.2007
C -1.5843 1.7373 0.6769 -0.1728 0.0658 -0.0409
O -1.0117 0.6071 0.7437 0.1487 0.1428 0.1126
H -0.6904 5.5287 -5.8907 0.0060 -0.0023 -0.0153
H -0.8700 4.1656 -7.0215 0.0165 0.0199 -0.0217
H 0.7474 4.6110 -6.3963 -0.0058 0.0132 -0.0273
H 0.6775 2.4140 -7.0895 0.0135 0.0005 -0.0296
H 1.2374 0.0213 -7.0433 0.0109 -0.0061 -0.0138
H 0.6790 -1.3575 -5.0698 0.0030 -0.0076 -0.0008
H -0.4551 -0.3395 -3.1384 0.0202 -0.0174 -0.0069
H -1.3454 3.2601 -3.1074 -0.0106 -0.0132 0.0091
H -0.7908 0.8357 -1.5276 0.0122 -0.0699 0.0261
H -2.4274 4.2768 -1.5522 0.0125 -0.0062 -0.0198
H -3.3130 5.2788 0.4895 -0.0080 0.0076 0.0103
H -3.1397 4.0496 2.6432 -0.0070 0.0155 -0.0037
H -2.0758 1.8556 2.7834 -0.0074 -0.0165 0.0385
```
Positions in Å, forces in eV/Å.

Output
frontier orbital gap	7.10	eV
net charge	+1
largest force on an atom	0.0060	Eh/bohr
electronic energy	-6564.53241	Ha
ΔE to the lowest compared entry with this formula, charge and spin	0.0358	eV

=====

Entry 3:
Below is a 9-piece molecular cluster, C22H54BF4N3O5 overall in a non-equilibrium geometry, with properties calculated with the ωB97M-V functional and the def2-TZVPD basis.

The geometry in XYZ format:
```
89
Properties=species:S:1:pos:R:3:forces:R:3
C 6.0671 -2.5195 0.8108 -0.4804 4.8114 -4.6879
C 4.6051 -2.0435 0.6668 -0.3504 0.1775 1.1418
C 3.5401 -3.1735 0.9138 3.0219 -0.4655 3.2364
N 2.0931 -2.7215 1.0688 0.9396 -4.6173 -0.7558
C 1.6431 -2.1015 -0.1552 -2.4531 4.2076 1.6204
C 1.9851 -1.9125 2.1878 -1.4468 -1.7674 7.5675
C 0.5491 -2.0785 2.9828 -0.6087 -1.4577 -7.0053
C 0.0141 -3.3765 2.2268 -2.5649 -0.2289 0.0442
C 1.2631 -3.9085 1.5068 -5.1645 1.5485 -4.7412
H 6.2501 -3.3165 0.1358 0.7228 -0.2995 -1.3803
H 6.3091 -2.9275 1.6618 0.8698 -1.6918 5.2322
H 6.7641 -1.4905 0.6758 -1.6534 -3.2023 -0.0151
H 4.3721 -1.6705 -0.3362 0.4924 0.0746 0.1291
H 4.5851 -1.1895 1.3498 -0.8546 -0.0806 0.0093
H 3.9461 -4.0365 1.7258 -1.6967 2.9182 -1.0518
H 3.7941 -3.7715 0.1218 -1.0803 -1.5245 -2.8108
H 0.6421 -1.5655 -0.1142 0.7898 -1.0984 0.8209
H 1.6341 -2.5025 -1.0762 0.4100 -3.0529 -2.6349
H 2.2371 -1.2485 -0.2892 1.1790 1.3094 -0.0584
H 1.8551 -0.9985 1.9338 0.7165 6.4661 -1.6565
H 2.7011 -2.1055 3.0408 -0.0983 0.2618 -1.7442
H -0.1669 -1.3345 2.6288 0.4532 0.5194 -0.1194
H 0.4781 -1.9775 3.9738 0.6855 -0.4084 3.9437
H -0.7879 -3.0865 1.3608 1.8837 -0.5279 2.2371
H -0.5989 -4.1665 2.9238 1.9712 1.7247 -1.7917
H 0.9191 -4.4455 0.5868 0.6554 0.1316 0.7518
H 1.7971 -4.4535 2.0968 3.5004 -3.3559 3.4662
B -0.2739 1.7075 -0.7192 1.3178 0.0561 2.8456
F -1.1129 0.9535 0.1498 0.5013 -0.4350 -0.6314
F -0.9379 2.0875 -1.8222 -0.1025 0.4066 -0.8582
F 0.1241 2.8265 0.1308 0.0202 -0.3139 -1.0170
F 0.9611 0.9785 -0.9782 -1.1345 0.3454 -0.2021
C -2.4459 -2.0455 -1.9462 9.0947 1.2328 -1.8185
C -1.6549 -3.3025 -1.5822 2.7948 -4.8877 2.1496
N -1.0579 -4.2955 -1.1802 -3.5030 6.1505 -2.4740
H -3.3839 -2.2615 -1.7762 -4.9734 -0.1130 1.0818
H -1.8009 -1.1975 -1.4092 -2.3470 -1.4927 -0.5190
H -2.1669 -1.7775 -3.0442 -1.0002 -0.6926 1.6939
C -1.8699 5.3645 -0.9062 -5.4804 -0.4486 0.8347
C -2.9719 6.2495 -1.5492 0.4212 -0.1928 0.4144
N -3.7639 7.0135 -1.9162 0.9486 -1.0834 0.3059
H -2.1869 4.2375 -0.9472 0.8491 2.3812 0.4599
H -1.0219 5.5865 -1.3742 3.5604 0.2791 -2.4150
H -1.7399 5.8725 0.0538 -0.2863 -0.9909 0.4334
C -1.9039 2.4755 4.5498 -5.8228 0.4586 -2.0285
C -1.8099 2.4765 3.0078 0.0326 -0.9683 3.1764
O -1.2319 3.5555 2.4868 0.2895 3.7939 0.5502
H -2.2909 3.4255 4.9488 -0.6102 -0.1665 -0.4942
H -1.0829 2.4465 5.0398 6.3188 -0.6094 2.6798
H -2.5139 1.6375 4.9978 0.2543 0.7913 -0.8706
H -2.7519 2.3815 2.6308 -3.0437 -0.3341 -0.9902
H -1.3079 1.6215 2.7338 1.3372 -2.3324 -0.7164
H -0.5699 3.3755 1.8598 1.1924 -0.6525 -1.3718
C -4.9669 -1.5765 1.4028 0.1978 1.6083 3.9025
C -3.8579 -0.5455 1.6938 1.0716 1.0993 -0.7497
O -3.6579 0.4175 0.5798 -6.2081 -3.6474 0.2271
H -4.7999 -2.1895 0.6298 1.4733 -2.3474 -2.9014
H -5.7459 -0.9995 1.0578 -2.3442 1.2764 -0.4421
H -5.3399 -2.2395 2.2518 0.7833 1.2354 -0.7221
H -2.9129 -1.0305 1.7658 0.9359 -0.8388 0.2555
H -3.9029 0.0715 2.6118 -0.8513 -0.5926 -0.2008
H -2.8709 0.8145 0.6608 4.7177 2.0962 0.5993
C 3.6621 2.6195 3.4288 -0.4930 -2.5094 -4.5624
C 2.3531 2.4875 2.6698 -0.7641 2.9416 -0.6275
O 2.5191 1.6855 1.4858 0.1677 -0.1737 0.7556
H 4.0711 1.7125 3.7118 1.0024 -1.7476 0.8643
H 3.6491 3.3055 4.1138 -0.8998 3.3683 4.8556
H 4.3321 3.1555 2.7798 0.6613 -0.4818 -0.9738
H 2.3091 3.6235 2.4418 -1.0204 -1.6548 -0.4785
H 1.4041 2.2845 3.2758 1.3694 -0.2925 -0.7573
H 1.9771 1.9125 0.7048 -0.0860 0.3589 0.9423
C 0.8951 -1.6035 -5.1872 -2.8653 5.0008 1.3485
C 0.7771 -0.7815 -3.8642 1.1243 0.1409 -3.3622
O 2.0111 -0.6445 -3.2212 1.6587 1.0752 0.1604
H 0.0261 -1.5415 -5.8462 -0.2809 0.6615 0.2754
H 1.0491 -2.5625 -5.1962 1.3432 -5.5103 1.0308
H 1.6651 -1.1215 -5.6622 2.0193 1.0071 -1.5266
H 0.2481 -1.1085 -3.1032 -3.7536 -2.7509 2.9580
H 0.3121 0.1745 -4.0282 0.0660 0.7089 -0.8194
H 1.8671 0.1685 -2.7072 0.6145 -0.3556 0.1615
C -2.9769 1.1325 -5.8632 4.9462 0.3789 0.3734
C -2.3859 1.7385 -4.5682 4.8190 -1.8642 -3.4309
O -2.3409 0.7475 -3.6212 -2.3031 -2.9620 -3.1641
H -2.3329 0.2775 -6.2042 -0.1077 0.6714 0.4905
H -2.8069 1.8715 -6.6242 -1.1368 0.2918 -0.6402
H -3.8409 0.6485 -5.6562 -3.4160 -0.5515 0.1568
H -2.7799 2.6675 -4.3592 -1.4975 1.7707 1.1700
H -1.1799 1.9865 -4.7322 -2.7195 -0.0992 -0.3040
H -2.1499 1.1675 -2.8712 1.3074 2.1346 5.1699
```
Positions in Å, forces in eV/Å.

Output
frontier orbital gap	9.47	eV
largest force on an atom	0.1820	Eh/bohr
electronic energy	-1835.17987	Ha
ΔE to the lowest compared entry with this formula, charge and spin	2.8366	eV